Entry from the OMol25 dataset: an isolated ion of composition CH3O2S2 and charge -1 (ωB97M-V with the def2-TZVPD basis set).

Geometry as XYZ:
```
8
Properties=species:S:1:pos:R:3:forces:R:3:mulliken_charge:R:1
C 1.532 0.436 0.009 -2.1 -1.1 1.7 -0.3691
O 1.390 -0.445 1.021 1.0 0.0 1.2 -0.4378
O -0.299 -1.213 -0.593 -1.2 -1.6 -1.1 -0.5453
S -2.720 0.124 0.465 -1.3 0.0 -0.9 -0.6642
S -0.306 -0.150 0.396 2.0 0.4 -0.5 0.4787
H 2.092 0.127 -0.803 0.5 -0.7 -2.1 0.2540
H 1.559 1.428 0.249 0.7 2.8 0.8 0.2457
H -3.249 -0.306 -0.744 0.4 0.2 0.9 0.0380
```
Forces are in eV/Å.

Its charge is -1. The calculation puts the strongest force on any atom at 3.006 eV/Å. The HOMO-LUMO gap comes out at 7.23 eV. The HOMO energy comes out at -3.38 eV. As for the LUMO energy: 3.84 eV. As for the total energy: -26849.22928 eV. The value obtained for the energy above the lowest of the compared OMol25 structures with the same formula, charge and spin is 353.7 kJ/mol.



Entry from the OMol25 dataset: one molecule with the formula C8H9BrO (ωB97M-V with the def2-TZVPD basis set).

Geometry as XYZ:
```
19
Properties=species:S:1:pos:R:3:forces:R:3:mulliken_charge:R:1
C -2.052 -0.543 0.049 0.0 -1.7 -0.1 -0.4557
C -1.216 -1.555 -0.185 0.4 2.3 0.6 -0.7049
C 2.322 -0.144 0.009 -0.7 -1.0 0.2 -0.5936
C 0.749 -0.244 -0.130 4.7 0.9 0.4 0.6109
C -1.490 0.757 0.361 -2.5 3.6 -0.3 -0.5373
C -0.124 0.943 -0.269 0.5 0.6 0.6 -0.5110
C 3.385 0.703 -0.168 -2.6 -2.6 1.0 -0.6619
C 0.245 -1.477 -0.109 -3.8 3.1 -0.1 0.6850
O 0.763 -2.641 0.027 4.7 -2.3 -0.8 -0.5695
Br 5.141 0.103 0.171 0.0 0.1 0.0 -0.1739
H -3.117 -0.799 0.124 0.4 0.5 0.0 0.3392
H -1.589 -2.485 -0.259 -1.3 -3.2 -0.5 0.5019
H 2.586 -1.151 0.412 0.6 0.8 -0.5 0.2033
H -2.133 1.581 -0.212 0.9 -1.5 1.4 0.2416
H -1.695 0.992 1.455 0.9 -0.2 -1.1 0.3062
H -0.362 1.074 -1.330 0.4 0.5 0.0 0.2423
H 0.434 1.816 0.184 -0.8 -0.7 -0.8 0.3071
H 3.277 1.733 -0.262 0.0 1.6 -0.7 0.4379
H 1.739 -2.503 -0.244 -1.9 -1.0 0.8 0.3322
```
Forces are in eV/Å.

Its charge is 0. The calculation puts the strongest force on any atom at 5.272 eV/Å. The HOMO-LUMO gap comes out at 8.37 eV. The HOMO energy comes out at -7.89 eV. As for the LUMO energy: 0.48 eV. As for the total energy: -80528.98441 eV. As for the structure (SMILES): OC1=C(/C=C/Br)CCC=C1. The value obtained for the energy above the lowest of the compared OMol25 structures with the same formula, charge and spin is 172.3 kJ/mol.



Entry from the OMol25 dataset: C11H13ClLaO as an isolated structure (ωB97M-V with the def2-TZVPD basis set).

Geometry as XYZ:
```
27
Properties=species:S:1:pos:R:3:forces:R:3:mulliken_charge:R:1
C 0.950 -1.897 1.336 -0.6 -0.7 0.0 -0.9479
C 0.990 -1.836 -0.097 -0.5 -0.6 -0.1 -0.3980
C -0.340 -1.960 -0.598 0.6 0.3 0.0 -0.0243
H 1.860 -1.825 -0.754 -0.1 0.3 0.4 0.3842
C -1.234 -2.056 0.513 0.7 0.3 0.0 -1.2203
C -0.426 -2.144 1.687 0.2 0.2 0.2 0.0309
H -0.806 -2.470 2.675 0.3 0.9 -0.5 0.4004
H 1.770 -1.646 2.045 -0.6 -0.7 -0.6 0.4110
H -0.549 -1.985 -1.679 -0.2 0.4 0.8 0.3978
H -2.299 -1.760 0.503 0.4 -1.1 -0.1 0.4001
La -0.035 0.556 0.825 -1.2 -0.6 -2.2 1.2721
Cl 1.934 2.046 0.316 1.9 1.1 0.5 -0.5476
C 0.067 2.443 -2.196 0.3 -0.5 -0.1 -0.8098
C -1.155 1.829 -2.581 0.1 -0.5 0.0 -0.5974
C -0.839 0.632 -3.293 0.4 0.1 0.1 -0.4868
H -2.154 2.228 -2.406 0.2 -0.1 -0.1 0.4172
C 0.580 0.507 -3.339 -0.6 0.5 0.2 -0.5842
C 1.139 1.617 -2.653 -0.6 0.0 -0.2 -0.3587
H 2.203 1.809 -2.511 -0.4 -0.1 0.0 0.3636
H 0.169 3.398 -1.681 0.0 -0.3 -0.1 0.4711
H -1.555 -0.054 -3.748 0.2 0.2 0.2 0.4163
H 1.139 -0.283 -3.842 -0.2 0.2 0.2 0.4049
C -0.252 0.568 4.352 -0.9 0.0 -1.6 -0.7466
O 0.017 0.627 2.933 -0.4 0.5 3.4 -0.3690
H -1.263 0.142 4.486 0.3 -0.2 0.1 0.2317
H -0.351 1.573 4.784 0.5 -0.1 0.0 0.2441
H 0.441 -0.060 4.924 0.2 0.2 -0.3 0.2454
```
Forces are in eV/Å.

Its charge is -1. The calculation puts the strongest force on any atom at 3.480 eV/Å. The HOMO-LUMO gap comes out at 5.39 eV. The HOMO energy comes out at -3.10 eV. As for the LUMO energy: 2.28 eV. As for the total energy: -27049.34083 eV.



Entry from the OMol25 dataset: a 2-piece molecular cluster, C4H11NO3 overall (ωB97M-V with the def2-TZVPD basis set).

Geometry as XYZ:
```
19
Properties=species:S:1:pos:R:3:forces:R:3:mulliken_charge:R:1
C 0.098 -0.356 -0.823 -0.3 0.4 -0.8 -0.4504
O 0.505 -0.133 -2.130 0.0 -0.4 0.3 -0.9267
C -0.074 0.944 -0.037 0.5 -0.2 0.5 0.2102
C -0.759 0.756 1.323 0.7 -0.1 0.0 -0.6708
C -0.039 -0.111 2.401 -0.2 -0.3 -0.7 -0.4751
O -0.627 -0.049 3.610 0.0 0.0 0.4 -0.9368
N 1.254 1.608 0.103 -0.8 0.6 0.4 -0.6755
H 0.823 -0.950 -0.238 0.0 -0.3 0.1 0.0778
H -0.889 -0.888 -0.788 0.2 -0.1 0.2 0.1841
H -0.678 1.601 -0.669 -0.1 0.1 0.0 0.2766
H -1.701 0.251 1.125 -0.5 0.2 0.2 0.2483
H -0.912 1.725 1.813 -0.2 0.0 -0.2 0.3451
H -0.012 -1.135 1.946 -0.1 -0.3 0.1 0.1201
H 1.042 0.152 2.357 0.2 0.4 0.2 0.1591
H 1.981 0.909 0.064 0.1 0.0 -0.3 0.2895
H 1.328 2.237 -0.683 0.5 -0.3 -0.3 0.2827
H -1.300 -1.955 -3.217 0.4 -0.1 -0.2 0.2422
H 0.072 -1.321 -2.927 0.2 0.6 0.0 0.4820
O -0.386 -2.040 -3.536 -0.6 -0.3 0.1 -0.7825
```
Forces are in eV/Å.

Its charge is -2. The calculation puts the strongest force on any atom at 1.090 eV/Å. The HOMO-LUMO gap comes out at 5.91 eV. The HOMO energy comes out at 0.71 eV. As for the LUMO energy: 6.61 eV. As for the total energy: -11956.07938 eV. The value obtained for the energy above the lowest of the compared OMol25 structures with the same formula, charge and spin is 50.2 kJ/mol.